[1]
An isolated molecule of C3H5NO2, computed with ωB97M-V with the def2-TZVPD basis set.

Output
charge = 0
E = -8776.9175 eV
HOMO = -10.2 eV
SMILES = O=CCNC=O
energy above the lowest of the compared OMol25 structures with the same formula, charge and spin = 75.0 kJ/mol
HOMO-LUMO gap = 11.021 eV

Last columns: bonded neighbours and bond lengths (Å).
Cartesian coordinates (Å):
1 O 0.513 1.803 -1.338  C2 1.208
2 C -0.510 1.173 -1.210  O1 1.208, C3 1.509, H7 1.109
3 C -0.601 -0.114 -0.428  C2 1.509, N4 1.438, H8 1.097, H9 1.102
4 N 0.658 -0.446 0.183  C3 1.438, C5 1.363, H10 1.011
5 C 0.719 -0.866 1.478  N4 1.363, O6 1.214, H11 1.105
6 O -0.247 -1.108 2.173  C5 1.214
7 H -1.455 1.502 -1.689  C2 1.109
8 H -1.368 -0.025 0.351  C3 1.097
9 H -0.950 -0.900 -1.117  C3 1.102
10 H 1.481 -0.029 -0.230  N4 1.011
11 H 1.760 -0.990 1.828  C5 1.105


[2]
A 2-piece molecular cluster, C3H5NO2 overall, computed with ωB97M-V with the def2-TZVPD basis set.

Output
charge = 0
E = -8773.4142 eV
HOMO = -9.2 eV
energy above the lowest of the compared OMol25 structures with the same formula, charge and spin = 413.0 kJ/mol
HOMO-LUMO gap = 9.457 eV

Last columns: bonded neighbours and bond lengths (Å).
Cartesian coordinates (Å):
1 O 2.079 0.306 0.544  C2 1.426, H7 0.964
2 C 1.081 -0.340 -0.244  O1 1.426, C3 1.516, H8 1.096, H9 1.097
3 C -0.167 0.493 -0.458  C2 1.516, O4 1.297
4 O -0.043 1.617 0.176  C3 1.297, H11 0.996
5 C -2.917 -0.800 0.132  N6 1.152, H10 1.071
6 N -3.817 -1.124 -0.510  C5 1.152
7 H 2.798 0.590 -0.032  O1 0.964
8 H 1.457 -0.676 -1.217  C2 1.096
9 H 0.751 -1.241 0.287  C2 1.097
10 H -2.063 -0.476 0.690  C5 1.071
11 H 0.841 1.650 0.632  O4 0.996


[3]
An isolated molecule of C3H5NO2, computed with ωB97M-V with the def2-TZVPD basis set.

Output
charge = 0
E = -8775.5956 eV
HOMO = -10.1 eV
SMILES = C=COC(N)=O
energy above the lowest of the compared OMol25 structures with the same formula, charge and spin = 202.5 kJ/mol
HOMO-LUMO gap = 10.967 eV

Last columns: bonded neighbours and bond lengths (Å).
Cartesian coordinates (Å):
1 C -0.836 -1.190 -0.842  C2 1.323, H7 1.078, H8 1.077
2 C -1.207 -0.548 0.253  C1 1.323, O3 1.377, H9 1.082
3 O -0.814 0.709 0.657  C2 1.377, C4 1.345
4 C 0.407 1.210 0.403  O3 1.345, N5 1.341, O6 1.234
5 N 1.482 0.454 0.135  C4 1.341, H10 1.007, H11 1.136
6 O 0.722 2.386 0.604  C4 1.234
7 H -0.132 -0.782 -1.550  C1 1.078
8 H -1.282 -2.141 -1.078  C1 1.077
9 H -1.936 -0.942 0.948  C2 1.082
10 H 1.480 -0.547 0.245  N5 1.007
11 H 2.117 1.391 0.226  N5 1.136


[4]
An isolated molecule of C3H5NO2, computed with ωB97M-V with the def2-TZVPD basis set.

Output
charge = 0
E = -8776.0417 eV
HOMO = -10.4 eV
SMILES = [H]/N=C(/C)OC=O
energy above the lowest of the compared OMol25 structures with the same formula, charge and spin = 159.5 kJ/mol
HOMO-LUMO gap = 11.218 eV

Last columns: bonded neighbours and bond lengths (Å).
Cartesian coordinates (Å):
1 H 0.160 2.347 -0.185  N2 1.024
2 N -0.598 1.658 -0.179  H1 1.024, C3 1.259
3 C -0.206 0.517 0.183  N2 1.259, C4 1.472, O5 1.401
4 C -1.117 -0.560 0.605  C3 1.472, H8 1.099, H9 1.094, H10 1.095
5 O 1.169 0.358 0.397  C3 1.401, C6 1.353
6 C 1.452 -0.425 -0.669  O5 1.353, O7 1.217, H11 1.073
7 O 0.864 -0.479 -1.733  C6 1.217
8 H -1.013 -0.746 1.683  C4 1.099
9 H -0.963 -1.538 0.142  C4 1.094
10 H -2.178 -0.339 0.451  C4 1.095
11 H 2.425 -0.875 -0.709  C6 1.073


Q: Among the records above, which one has the highest E?
A: number 2